Molecular formula: C44H119N9O15
Method: DFT, the ωB97M-V functional and the def2-TZVPD basis

Calculated values
Charge: 0
HOMO-LUMO gap (eV): 9.27
Energy above the lowest of the compared OMol25 structures with the same formula, charge and spin (kcal per mole): 70.6
DFT total energy (hartree): -3368.81605
SMILES string: COC[C@H](C)N.COC[C@H](C)N.COC[C@H](C)N.COC[C@H](C)N.COC[C@H](C)N.COC[C@H](C)N.COC[C@H](C)N.COCCNCCOC.COCCNCCOC.OCCO.OCCO

CARTESIAN COORDINATES (ANGSTROEM)
H1 1.2837 -4.4926 4.0235
C1 0.7533 -0.6670 0.0019
C2 -5.0772 -2.9235 -3.9909
H2 0.9885 4.8318 -4.2695
O1 -4.5192 -6.4237 -0.4818
H3 -4.1443 -3.2428 -4.4495
H4 -2.2135 -6.7006 -2.2444
O2 0.6974 8.7946 -1.2912
H5 -1.4041 -3.8763 2.4595
C3 4.1304 -0.9022 4.3581
H6 3.1960 -3.4615 4.4182
H7 -2.1394 5.1338 0.8616
H8 2.3741 -5.9728 2.1996
C4 -6.9025 -1.4872 -4.2114
H9 -1.6913 0.3392 7.0214
C5 -2.1222 -11.1106 -2.3156
N1 -7.5494 -0.6013 -6.3570
H10 -2.1326 3.2464 -1.0849
H11 -3.3496 -2.9348 -0.9593
H12 5.7334 7.8860 4.0499
C6 4.0883 4.6479 4.4153
H13 1.8324 2.2117 0.7275
H14 0.2573 -3.3391 -3.1003
H15 2.6537 -1.6045 3.0503
C7 1.4655 1.6505 1.5994
H16 -1.1171 0.5274 -0.1670
N2 3.9212 -3.2217 3.7563
H17 2.9994 3.6425 -4.8813
C8 -6.2471 -7.0528 -2.1450
H18 5.5977 -3.5416 0.4965
C9 -7.4864 -0.2682 -4.9543
H19 2.8495 2.8449 -1.4593
H20 3.5314 4.3114 2.5283
N3 0.4129 -1.4484 -1.1541
H21 -5.8633 -8.0801 -2.1398
H22 4.9378 5.6007 0.2455
H23 -0.2467 3.8367 -2.4579
C10 -1.4732 -9.8727 -1.6775
H24 2.1259 7.5772 -3.1796
O3 -2.8731 6.0864 -0.8112
H25 0.3103 1.3859 -0.5623
H26 3.8789 -3.8211 2.9398
H27 -2.3629 2.9187 3.2345
H28 -0.6834 9.1434 0.1290
H29 1.1772 -3.8865 2.3342
H30 -3.1798 -11.1386 -2.0260
C11 4.0882 3.9332 5.7490
H31 5.1585 7.2174 -1.5204
O4 -1.0640 3.4807 4.7360
H32 -1.8322 2.2516 7.2245
H33 -6.4792 -6.8571 -3.2011
H34 3.8909 0.1533 4.2290
C12 2.1971 3.7734 -5.6245
H35 -0.3279 -1.8115 2.4868
H36 -0.4205 0.5461 8.0363
H37 -0.6165 2.8607 2.8279
C13 3.7039 -1.8463 3.2459
C14 1.4022 2.5039 -5.5020
H38 -8.0499 -1.4557 -6.5476
C15 -0.6583 -2.1675 3.4627
H39 1.8090 1.6391 -6.0353
H40 -2.3698 -4.3441 -0.4851
N4 2.7473 3.9199 -6.9649
H41 -1.9288 -7.5135 -0.6182
H42 5.1292 -1.0177 4.7865
H43 -8.0646 -7.5806 -1.6735
C16 -0.0721 0.6181 0.1325
C17 0.1938 2.9629 7.2428
H44 0.1528 -1.8300 4.1115
H45 3.2196 3.2836 5.8823
C18 -8.9227 0.0307 -4.4263
C19 -1.0639 2.1109 5.2063
C20 -5.2878 -5.9990 -1.6100
O5 3.8736 -2.5555 0.9662
H46 3.6045 8.5040 -2.8603
H47 5.2762 4.5535 -0.9858
H48 -1.8900 1.4513 4.9303
H49 1.8122 -0.4284 0.0704
H50 -0.4454 -9.9065 -2.0629
H51 -0.8096 -4.2957 5.2495
C21 2.6809 8.1264 -2.4142
H52 1.6866 4.1846 -1.6775
H53 3.1411 4.2921 -2.5402
H54 -0.0214 0.6248 -3.7410
H55 0.3822 -1.1592 0.9106
H56 2.5303 9.7532 -1.1246
H57 -6.6824 -0.5976 -6.8697
H58 -1.5033 -9.9799 -0.5915
O6 -5.5626 -1.7375 -4.6040
O7 -7.3933 -6.9876 -1.3246
H59 -1.5889 -12.5531 -0.7292
H60 -5.8882 -5.1300 -1.3326
C22 0.4729 -2.8994 -1.0472
O8 5.9579 5.9943 5.1327
H61 0.1391 -3.3001 -0.0784
C23 4.4934 -1.7221 1.9485
H62 -9.4615 -0.8363 -4.0340
H63 1.5261 -3.2006 -1.0691
H64 2.1876 5.9249 -4.9883
N5 -1.9163 -11.1069 -3.7646
H65 0.6844 10.1837 0.2877
N6 -1.4539 -4.2951 4.4652
C24 1.3745 -6.3767 2.0459
C25 0.0375 9.7059 -0.4628
H66 3.4448 5.4964 4.6567
H67 4.3707 6.0917 -2.6924
N7 3.1466 7.2129 -1.3368
H68 5.5549 -1.9717 2.0425
C26 -1.4244 4.0663 -0.9286
O9 -2.0552 -8.7442 -2.2891
C27 -1.7303 -7.4991 -1.6895
H69 -0.8398 2.0332 -4.4021
C28 4.3758 6.4723 -1.6639
H70 -9.4372 0.6202 -5.1773
N8 -0.7082 0.5862 7.0646
H71 -0.6512 -7.3331 -1.8141
H72 2.2620 3.3159 -7.6276
H73 2.4583 4.8112 -7.3577
H74 4.1411 4.6315 6.5825
H75 -0.5235 -1.2733 -1.5056
H76 -5.0316 -6.6938 0.2857
C29 -0.3048 -3.5502 -2.1915
O10 3.2552 4.6536 -0.4858
H77 -0.6497 3.5457 -0.3432
O11 -1.6790 -3.2462 -2.1892
H78 -1.6376 -1.8004 3.7561
H79 -1.0347 6.0260 -0.1590
H80 1.7018 9.9700 -2.7211
H81 0.4688 2.6988 -6.0558
H82 -2.5662 6.3061 -1.6968
O12 -0.6886 4.5871 -2.0405
H83 -1.6106 -5.2651 4.2105
C30 0.6265 -4.3593 3.1588
H84 4.3014 -3.6575 -0.7228
H85 -2.5571 -11.8100 -4.1239
H86 -6.9008 0.6130 -4.7001
C31 -0.8876 2.0496 6.7052
H87 4.5217 -0.6785 1.6129
H88 1.3267 -7.3947 2.4440
H89 2.4152 6.5297 -1.1773
C32 -1.3933 3.4134 3.3620
H90 -6.8452 -1.3471 -3.1226
H91 -0.2118 -4.6312 -2.0165
H92 -7.5036 -2.3707 -4.4588
C33 2.7431 3.9202 -1.5938
C34 4.4974 5.2715 -0.6995
H93 6.2045 7.8541 5.7835
C35 1.5407 5.0759 -5.1852
H94 2.1580 0.8691 1.9307
H95 4.6002 7.4862 5.3763
H96 -5.7920 -3.7388 -4.1388
C36 -1.4849 -12.4137 -1.8051
H97 -1.8389 -2.7559 -0.1329
H98 0.1363 3.1016 8.3213
H99 0.2399 3.9597 6.7976
H100 -0.1474 1.6888 4.7795
H101 3.5831 -1.2587 5.2401
H102 4.8887 3.1959 5.8889
H103 1.1822 2.6400 6.8949
C37 4.7822 -2.9985 -0.0035
H104 -0.4307 -12.4455 -2.0833
H105 -1.4719 4.4258 2.9603
N9 3.5890 3.7486 3.3739
C38 -1.8582 5.3048 -0.1761
H106 5.5437 5.6430 3.0945
H107 -0.3486 2.0976 -2.7958
H108 -4.9021 -2.8061 -2.9189
H109 -8.8288 0.5474 -3.4651
C39 -0.0056 1.7193 -3.7623
H110 -2.2605 -10.2442 -4.1769
C40 5.6240 7.3638 4.9999
H111 1.0898 -6.5113 0.9997
C41 -2.3424 -3.3375 -0.9092
H112 0.7258 5.3328 -5.8713
H113 4.1918 2.9659 3.1500
H114 -4.4895 -5.7124 -2.2925
O13 1.2416 2.2293 -4.1215
H115 6.1608 4.2916 3.9395
C42 -0.7547 -3.6950 3.3173
C43 1.8933 9.2931 -1.8846
O14 0.1688 1.1891 1.3952
O15 0.3443 -5.7037 2.7567
H116 -1.9554 -13.2377 -2.3437
C44 5.5006 5.1523 4.0727
H117 5.3345 -2.2082 -0.5275
H118 -0.3580 10.5289 -1.0697
H119 1.6088 2.4274 2.3584

Atomic forces in eV per Å
H -0.3470 0.9330 0.4060
C -1.7630 0.0438 0.6615
C -0.1789 -0.0114 -0.3247
H 0.2400 0.3682 0.2471
O 0.3202 -0.1442 0.0949
H 0.0928 0.3386 -0.1228
H -0.4087 -0.0740 0.2564
O 0.7029 -0.1942 -0.3077
H 0.4314 -0.3072 -0.2688
C -0.1990 -0.2035 1.2622
H -0.0316 -0.2054 -0.0963
H -0.3544 -0.2535 -0.1784
H -0.0261 0.1963 -0.1379
C 0.5848 0.4849 0.5759
H 0.2248 -1.0444 0.3571
C 0.4245 -0.2356 0.6636
N -0.1867 1.0840 -0.8795
H -0.6087 0.6675 -0.7277
H -0.0400 -0.1249 -0.5706
H 0.2793 -0.5404 -0.2986
C 0.9195 -0.9577 0.5218
H 0.1822 -0.5766 -0.3539
H -0.9561 0.3897 -0.4731
H -0.1148 -0.2173 -0.3180
C 1.2484 0.8287 -0.0652
H -0.2354 -0.3275 0.9284
N 0.0241 0.7026 -0.6450
H 0.3551 -0.1016 -0.4064
C 0.3179 -0.1257 -0.4673
H -0.1469 -0.3426 -0.0674
C -0.7612 -1.6333 0.8741
H 0.2410 -0.0223 -0.1585
H -0.2075 -0.3396 -0.2307
N -0.4815 -0.4461 -1.0188
H 0.5148 0.2372 0.2225
H -0.8174 0.2503 0.3415
H -0.0527 0.3194 -0.1652
C 0.4412 -1.0264 -1.9050
H -0.1026 0.0664 -0.1272
O -0.7285 -0.6779 0.0499
H 0.0197 -0.2517 -0.4451
H -0.2832 -0.3708 0.2717
H 0.0540 -0.0325 -0.1696
H -0.4242 0.2032 -0.4230
H 0.1709 0.2593 0.1948
H -0.1154 0.2156 -0.0818
C 0.2886 -1.1362 0.7916
H 0.5372 -0.4876 -0.2056
O -1.2086 -1.3080 0.2490
H -0.0220 0.9986 -0.3756
H -0.1094 0.3353 0.1043
H -0.0079 -0.0349 -0.2334
C 1.7818 0.6707 0.4255
H -0.4838 0.3636 -0.0235
H -0.1273 -0.1012 0.0445
H -0.2081 -0.0048 -0.1687
C 1.1153 -0.2543 0.4429
C -1.0338 0.4275 -0.3573
H -0.0068 -0.0677 0.1768
C 0.6643 -0.8279 -0.5511
H 0.6372 0.1453 0.1682
H -0.0837 -0.3265 -0.4594
N -0.3034 -0.0106 -1.1040
H -0.4033 0.2878 -0.0319
H 0.4126 -0.0073 -0.9412
H 0.0059 -0.0120 0.0779
C 2.1615 1.2180 -1.4180
C 0.8176 0.2928 -0.6716
H -0.3275 -0.1175 0.5314
H -0.4086 0.5126 -0.2072
C 1.1509 -0.1984 1.0477
C 1.8733 0.7415 0.3912
C 0.3813 -0.5705 0.7786
O -0.0649 0.3397 0.1341
H -0.1711 0.2497 -0.2898
H -0.2464 -0.1080 -0.7543
H -0.3928 0.5533 -0.4371
H 0.0580 -0.2644 -0.0159
H 0.3619 -0.0249 0.6261
H -0.1454 -0.0579 0.1408
C 1.0714 -0.8715 0.4942
H -0.0952 -0.2750 0.2708
H 0.4251 -0.4173 -0.0038
H 0.1184 0.0206 0.1335
H 0.7871 -0.4644 0.1481
H -0.1796 0.3589 0.0633
H 0.1929 -0.0795 0.3095
H -0.2175 0.6301 0.1119
O 0.2873 -0.2997 -0.2218
O -0.5255 0.0592 0.1798
H -0.0832 -0.0328 -0.0129
H -0.0231 0.1486 -0.2142
C 0.8225 0.2095 0.2787
O 0.8345 -0.1720 -1.3733
H -0.2615 0.2357 0.1060
C -0.2928 0.4759 -0.2028
H -0.1811 -0.3883 -1.0171
H -0.0322 -0.1844 -0.3519
H 0.2796 -0.1630 -0.2418
N -0.6681 0.0755 -0.1317
H 0.3599 -0.1754 -0.1712
N -0.0847 0.0774 -0.3374
C -1.0388 -1.0002 0.6153
C 0.3114 0.4779 0.3110
H -0.3739 0.0644 -1.1196
H 0.1565 0.1821 -0.1918
N -0.6066 -0.0161 -0.4317
H -0.0603 -0.4464 0.4350
C 1.8837 0.0766 1.1287
O -0.9661 0.4494 0.6554
C 1.1561 -0.6640 -0.2924
H 0.3537 0.0811 -0.4566
C -0.8323 0.1211 0.3635
H -0.3449 -0.0821 0.1963
N 0.0400 1.1768 -0.7243
H 0.1227 0.0609 0.0862
H 0.2800 -0.5058 0.2858
H 0.3642 0.3018 0.3690
H 0.0460 -0.0290 -0.0049
H 0.0367 0.5614 0.2261
H -0.4854 0.1298 -0.2862
C 0.9736 -1.1857 1.8314
O 0.0453 -0.3491 0.3578
H -0.2240 0.2202 0.6196
O -0.8524 0.7947 0.0569
H 0.1595 0.3549 -0.0076
H 0.6752 -0.7115 0.3018
H -0.2451 0.3083 0.1339
H -0.4537 -0.1613 0.5980
H 0.1216 -0.0457 0.0358
O -0.6615 -0.5690 -0.8404
H -0.0180 -0.0694 0.2951
C -0.5540 -0.8233 -1.8862
H -0.2066 0.1164 0.0867
H 0.2842 -0.1248 -0.2404
H 0.3323 0.0116 -0.6905
C -0.4546 -0.2528 0.9606
H -0.3574 0.0967 -0.1276
H 0.4826 -0.0399 0.0242
H -0.0437 0.1483 0.2816
C 0.0453 0.3937 -0.0847
H -0.6021 0.0356 0.0752
H 0.1338 -0.1222 -0.1446
H -0.2128 0.0278 0.1624
C -0.4857 0.8523 -0.0946
C 1.0113 0.4947 0.0465
H 0.2973 0.2030 -0.3527
C -1.9500 -1.1864 0.5248
H 0.0365 -0.2009 -0.4653
H -0.2235 0.2058 -0.4950
H -0.1139 -0.0792 0.0831
C -0.0187 0.3739 -0.3043
H 0.1327 0.2915 -0.1712
H 0.2195 -0.2895 0.0334
H -0.9444 0.0433 -0.0093
H -0.0784 -0.4603 -0.0916
H -0.4800 0.3721 -0.0914
H 0.4057 0.3458 -0.2646
H 0.0178 -0.6521 0.5752
C 1.1780 -0.2778 0.1988
H 0.0517 0.1095 0.1105
H 0.1152 -0.0245 0.1551
N -0.7883 1.1437 -0.5147
C -0.0146 1.1622 -0.2503
H -0.2578 0.4082 0.0651
H 0.5830 -0.2962 0.3186
H -0.0910 0.1589 0.1123
H 0.0622 0.6825 -0.3333
C -1.2292 -0.4784 0.0235
H 0.1386 0.1646 0.2337
C -0.7213 -0.0698 1.9074
H 0.3220 0.5798 -0.2192
C 0.8395 0.0597 0.1760
H 0.2587 0.2957 -0.2333
H 0.3299 0.1037 0.4057
H -0.3760 0.0068 -0.4688
O -0.3137 0.4228 -0.2389
H 0.1708 -0.0398 0.5395
C 0.5982 0.4485 1.6130
C -0.0581 -0.7641 0.3670
O -1.4859 -0.0454 1.0095
O 0.0532 0.0240 -0.3125
H -0.0654 -0.1421 0.2406
C -0.6045 0.2732 0.5215
H -0.5458 0.3335 -0.1259
H -0.5448 -0.1302 0.2101
H -1.0860 -0.2002 0.4058

Here are the Löwdin charges for atoms 1 to 8, given in e: 0.12 -0.19 -0.11 0.06 -0.09 0.09 0.08 -0.19